39
Properties=species:S:1:pos:R:3:forces:R:3 method="wB97M-V/def2-TZVPD" orbital_gap_ev=7.21 e_lumo_ev=-1.2
Li 1.171 -9.299 -47.683 0.01 0.69 1.45
C -1.071 -8.658 -46.192 2.32 -2.24 1.97
O 0.260 -8.262 -46.147 -0.07 -1.35 -1.54
H -1.359 -8.898 -47.157 -0.63 -1.55 -2.39
H -1.800 -8.001 -45.976 -2.19 3.51 1.35
H -1.321 -9.457 -45.427 0.58 0.20 -0.74
O -4.628 -7.603 -46.552 0.17 0.62 -1.05
H -3.994 -7.650 -47.315 -0.71 -0.44 0.90
H -4.768 -8.429 -46.094 0.36 -0.38 -0.17
O -3.272 -7.185 -48.920 2.13 -0.04 0.97
H -2.648 -7.916 -49.090 -0.55 0.50 -0.10
H -4.078 -7.396 -49.336 -1.56 -0.52 -1.04
O 2.838 -8.531 -47.035 -0.79 -1.66 -1.81
H 3.673 -8.545 -47.454 1.54 -1.24 -1.76
H 3.119 -7.850 -46.499 -0.66 2.76 3.14
O -3.084 -11.058 -46.277 0.93 -0.22 0.93
H -2.367 -10.415 -46.078 -0.73 -0.49 -0.41
H -2.836 -11.785 -45.665 -0.46 0.44 -0.65
O 0.540 -6.702 -44.138 -1.41 -2.74 -1.43
H -0.406 -6.803 -43.810 1.82 0.24 -0.15
H 0.543 -7.552 -44.862 0.02 3.09 2.00
O -1.570 -4.100 -45.901 0.38 -1.60 -0.60
H -1.347 -3.550 -46.673 -0.12 -0.69 0.36
H -1.306 -5.064 -46.140 0.49 2.63 0.07
O -0.108 -5.917 -47.338 2.23 1.27 -1.48
H 0.885 -5.661 -47.493 -3.04 -1.09 0.80
H -0.165 -6.868 -47.142 1.03 0.04 0.57
O 1.722 -10.389 -45.028 0.52 -4.34 3.15
H 1.298 -10.960 -44.183 1.04 2.95 -3.63
H 1.215 -9.663 -45.330 -1.61 1.53 0.30
O -3.511 -5.714 -44.946 0.19 -0.52 -4.34
H -2.813 -5.193 -45.464 -1.33 0.03 1.67
H -3.932 -6.145 -45.836 0.72 0.69 3.58
O -1.993 -7.214 -42.996 1.83 4.20 -0.49
H -2.448 -7.988 -42.971 -2.30 -3.18 -0.11
H -2.440 -6.570 -43.615 -0.15 -1.00 0.53
O -0.273 -11.407 -43.263 5.27 -3.57 -2.18
H -0.469 -11.972 -42.573 -0.38 -2.01 2.26
H -0.881 -10.794 -43.234 -4.92 5.49 0.08

41
Properties=species:S:1:pos:R:3:forces:R:3 method="wB97M-V/def2-TZVPD" charge=-1 orbital_gap_ev=9.73 e_lumo_ev=2.3
C 3.065 32.978 27.858 0.41 -2.25 1.83
O 2.203 33.854 27.861 -1.59 -0.45 -0.94
O 2.715 31.609 27.452 0.73 1.76 0.39
O 4.165 33.085 28.415 0.19 -1.27 -1.11
H 1.792 31.505 27.171 0.32 0.58 -0.16
O 3.539 36.007 28.198 1.76 3.40 2.98
H 3.303 35.125 28.268 -0.83 -2.88 -0.32
H 3.818 36.126 29.176 -0.47 0.22 -2.36
O 6.239 33.310 26.553 -2.07 0.95 3.68
H 5.947 32.900 27.453 0.17 1.74 -2.13
H 6.695 32.591 26.240 1.97 -2.58 -1.81
O 1.016 36.965 27.276 -0.25 0.72 6.41
H 1.549 36.275 27.781 -0.58 1.73 0.08
H 1.164 36.588 26.505 0.75 -2.22 -6.59
O 0.055 33.393 29.446 0.39 -0.95 0.38
H 0.895 33.254 28.926 -1.51 0.88 -0.47
H -0.715 33.652 28.925 0.82 0.16 -0.32
O 5.707 33.772 30.535 -0.26 -0.27 -1.85
H 5.176 33.495 29.709 0.73 0.67 1.79
H 5.288 33.357 31.280 -0.37 -0.23 0.29
O 5.223 30.271 28.128 5.76 -4.26 2.17
H 4.805 31.050 28.004 -1.80 4.76 -0.20
H 6.154 30.395 28.648 -3.86 -0.08 -1.96
O -0.903 31.610 26.845 0.02 0.73 3.30
H -0.392 31.710 27.719 -0.62 -0.24 -1.87
H -1.799 31.692 27.240 0.45 -0.20 -0.86
O 2.290 33.987 31.180 -0.95 1.46 -0.52
H 1.682 33.666 30.507 -0.45 0.57 0.11
H 2.739 33.208 31.387 1.44 -1.83 0.78
O 2.108 29.668 25.341 -0.57 -0.20 -0.99
H 2.457 29.634 26.220 0.64 -0.22 0.87
H 2.797 29.814 24.701 0.68 0.12 0.08
O 1.300 34.371 25.375 5.20 -0.18 -3.07
H 1.762 34.185 26.181 1.17 -0.24 0.77
H 0.502 34.434 25.714 -6.61 0.55 1.95
O -0.263 30.289 24.531 2.00 1.37 0.45
H -0.508 30.841 25.303 -0.37 -0.56 -0.64
H 0.748 30.463 24.607 -2.48 -0.97 -0.38
O 3.032 28.563 27.876 1.14 3.01 -0.06
H 3.327 27.857 27.302 0.42 0.11 -0.24
H 3.669 29.418 27.773 -1.54 -3.39 0.55

43
Properties=species:S:1:pos:R:3:forces:R:3 method="wB97M-V/def2-TZVPD" charge=-1 orbital_gap_ev=6.61 e_lumo_ev=2.2
C 1.417 0.023 0.531 0.06 0.38 0.11
B 0.043 -0.581 0.077 -0.49 -0.49 0.54
O 0.187 -1.849 -0.485 -0.64 -0.54 -0.24
Nb -2.123 0.431 0.247 -1.69 1.79 -0.24
H 2.187 -0.088 -0.238 0.01 -0.06 -0.08
H 1.352 1.072 0.811 0.05 0.01 0.04
H 1.753 -0.544 1.406 0.00 -0.01 0.06
H -0.720 -2.138 -0.692 0.21 0.16 -0.07
H -2.637 -1.092 -0.752 0.55 -0.03 -0.07
H -1.908 1.349 -1.381 0.64 -0.34 -0.04
H -1.352 1.834 1.152 0.45 -0.07 -0.28
H -2.033 -0.594 1.775 0.47 -0.17 -0.29
H -3.926 0.776 0.698 0.16 -0.84 0.36
O 1.203 -4.298 0.619 -0.14 -0.12 0.05
H 1.886 -4.512 -0.023 0.05 0.06 0.05
H 0.700 -3.581 0.190 0.23 0.24 -0.06
O -0.504 -2.808 2.728 0.05 -0.14 0.16
H -0.863 -3.603 3.135 -0.04 0.00 -0.06
H 0.153 -3.142 2.107 0.00 0.02 -0.01
O 0.959 1.198 -2.847 0.10 -0.06 -0.15
H 0.535 0.442 -2.424 -0.14 0.15 0.10
H 1.613 0.823 -3.448 0.02 -0.01 0.04
O 0.983 4.055 1.082 0.03 0.06 0.24
H 1.404 4.591 1.761 0.06 0.06 -0.09
H 1.420 4.292 0.259 -0.10 -0.08 -0.07
O 1.846 1.240 -5.546 0.06 0.01 -0.12
H 1.747 0.842 -6.419 -0.07 -0.06 0.04
H 0.985 1.617 -5.330 0.01 -0.01 0.07
O -1.080 3.360 3.196 -0.21 0.51 0.16
H -0.620 3.866 3.874 0.19 -0.10 -0.05
H -0.626 3.545 2.358 0.08 -0.37 -0.04
O -1.508 6.252 2.813 -0.06 0.01 0.13
H -2.339 6.695 3.004 0.01 -0.01 -0.03
H -1.707 5.305 2.897 0.01 -0.05 -0.11
O -3.496 -3.314 1.620 0.17 -0.14 0.16
H -3.999 -3.143 2.421 -0.02 0.10 -0.04
H -2.783 -2.655 1.650 -0.09 0.08 -0.10
O 0.912 -1.205 -7.014 0.03 0.01 0.00
H 0.758 -1.306 -6.068 0.01 0.03 0.00
H 0.464 -1.947 -7.428 -0.02 0.01 0.01
O 3.359 -3.384 2.701 0.00 -0.12 0.07
H 3.877 -4.189 2.612 0.00 0.01 0.01
H 2.483 -3.632 2.371 0.04 0.09 -0.15

6
Properties=species:S:1:pos:R:3:forces:R:3 method="wB97M-V/def2-TZVPD" orbital_gap_ev="6.82 / 6.82" e_lumo_ev="-1.7 / -1.7"
C 0.928 -0.055 0.130 -1.55 -0.84 3.73
S -1.666 -0.160 1.089 1.78 0.21 -1.36
Br 1.022 0.509 -1.547 -0.20 0.46 -0.94
Br -2.354 0.205 -0.950 -0.18 -0.02 0.28
H 1.123 0.672 0.996 -0.08 -1.38 -1.67
H 0.946 -1.171 0.282 0.23 1.57 -0.04